No. 1
Here is a molecular structure, C33H55Br20F2N2O6 from the OMol25 dataset. Energies are from ωB97M-V/def2-TZVPD.

Properties
Net charge   -1
Largest force on an atom   0.078 Eh/bohr
HOMO   -5.1 eV
Energy   -1456660.600 eV
M   2211.9 g mol⁻¹

Last column: Löwdin charge in e.
Element x y z (Å)
C 3.043 -2.319 4.372  0.055
C 3.901 -2.451 3.536  -0.122
C 4.894 -2.642 2.443  -0.240
C 4.274 -3.107 1.109  -0.155
C 3.405 -1.979 0.472  -0.132
N 1.981 -2.068 0.733  -0.015
N 1.330 -3.211 0.281  0.063
C 1.053 -4.169 1.292  -0.416
O 1.507 -4.208 2.376  0.197
F 0.171 -5.187 0.950  -0.022
C 1.766 -3.741 -0.963  -0.550
O 2.573 -4.599 -1.090  0.166
F 1.226 -3.268 -2.114  0.048
C 1.234 -0.810 0.559  -0.324
C -0.289 -1.048 0.337  -0.039
C 1.742 0.111 -0.593  -0.108
O 1.459 -0.446 -1.929  -0.046
C 2.450 -0.197 -2.801  -0.576
C 3.454 -1.284 -3.190  0.029
O 2.558 0.881 -3.340  -0.200
C 1.399 0.006 1.992  -0.832
O 2.139 1.014 2.165  -0.194
O 0.775 -0.464 2.941  -0.170
H 2.090 -2.450 4.896  -0.099
H 5.752 -3.250 2.768  0.099
H 5.317 -1.638 2.255  0.059
H 5.121 -3.236 0.408  0.090
H 3.766 -4.076 1.148  0.099
H 3.668 -1.809 -0.591  0.095
H 3.745 -1.059 0.980  0.133
H -0.469 -1.653 -0.566  0.077
H -0.732 -0.073 0.145  0.030
H -0.762 -1.449 1.241  0.091
H 2.789 0.436 -0.495  0.137
H 1.162 1.021 -0.550  0.045
H 4.280 -1.350 -2.465  0.083
H 3.845 -1.028 -4.180  0.088
H 3.002 -2.284 -3.243  0.073
Br -0.523 -5.513 -1.620  0.845
C -0.710 -5.626 -3.550  -0.659
C -1.415 -6.891 -3.965  -0.702
Br -0.235 -8.437 -3.856  0.594
H 0.288 -5.537 -3.970  0.057
H -1.298 -4.754 -3.831  0.062
H -1.716 -6.837 -5.010  0.053
H -2.283 -7.114 -3.351  0.047
Br 8.187 -2.092 0.666  0.635
C 8.981 -0.401 1.213  -0.693
C 9.214 -0.356 2.700  -0.704
Br 7.557 -0.047 3.671  0.652
H 8.321 0.387 0.861  0.052
H 9.927 -0.344 0.676  0.052
H 9.858 0.482 2.960  0.053
H 9.643 -1.274 3.091  0.047
Br 0.634 1.657 -4.201  0.919
C -1.174 2.051 -4.853  -0.660
C -1.468 1.333 -6.145  -0.685
Br -0.596 2.196 -7.659  0.581
H -1.256 3.132 -4.943  0.044
H -1.842 1.703 -4.066  0.055
H -2.533 1.369 -6.376  0.046
H -1.137 0.298 -6.140  0.049
Br 0.130 1.992 1.334  1.087
C -0.773 3.637 0.750  -0.622
C -0.496 4.757 1.714  -0.690
Br -1.556 4.566 3.338  0.566
H -1.834 3.416 0.650  0.044
H -0.359 3.863 -0.234  0.055
H -0.792 5.716 1.289  0.047
H 0.546 4.807 2.020  0.052
Br 1.489 -2.295 8.494  0.596
C -0.374 -2.046 7.983  -0.705
C -0.696 -2.773 6.703  -0.670
Br -0.002 -1.824 5.151  0.837
H -0.542 -0.974 7.915  0.041
H -0.952 -2.450 8.813  0.047
H -1.774 -2.818 6.553  0.049
H -0.286 -3.779 6.673  0.049
Br -4.460 4.600 5.664  0.576
C -4.167 2.932 6.624  -0.692
C -2.946 3.006 7.499  -0.720
Br -1.309 2.847 6.456  0.614
H -4.110 2.144 5.878  0.059
H -5.060 2.790 7.229  -0.018
H -2.925 2.166 8.192  -0.058
H -2.875 3.935 8.058  0.051
Br -4.879 7.558 3.553  0.588
C -3.901 9.102 4.213  -0.694
C -3.479 8.911 5.646  -0.693
Br -4.974 9.165 6.868  0.588
H -4.538 9.969 4.067  0.046
H -3.028 9.184 3.567  0.058
H -2.746 9.662 5.932  0.056
H -3.076 7.921 5.841  0.046
Br -2.265 0.044 -10.751  0.590
C -3.053 1.584 -11.645  -0.691
C -2.840 2.850 -10.858  -0.700
Br -4.042 2.953 -9.334  0.594
H -4.101 1.353 -11.805  0.049
H -2.546 1.643 -12.607  0.056
H -3.077 3.721 -11.467  0.057
H -1.830 2.948 -10.468  0.024
Br -1.408 -1.480 -15.608  0.587
C -1.291 -2.964 -14.352  -0.699
C -0.174 -2.762 -13.363  -0.706
Br 1.561 -3.129 -14.168  0.601
H -1.179 -3.869 -14.942  0.048
H -2.253 -2.982 -13.843  0.056
H -0.259 -3.468 -12.539  0.059
H -0.131 -1.752 -12.966  0.034
Br -7.200 2.222 9.096  0.650
C -6.869 0.543 10.022  -0.689
C -5.628 0.615 10.872  -0.681
Br -4.007 0.485 9.799  0.696
H -6.820 -0.233 9.264  0.052
H -7.748 0.385 10.645  0.055
H -5.583 -0.233 11.553  0.056
H -5.555 1.538 11.441  0.051

***

No. 2
Here is a molecular structure, C26H43O20S from the OMol25 dataset. Energies are from ωB97M-V/def2-TZVPD.

Properties
Net charge   -1
Largest force on an atom   0.242 Eh/bohr
HOMO   -6.4 eV
Energy   -79395.714 eV
M   707.7 g mol⁻¹

Last column: Löwdin charge in e.
Element x y z (Å)
O 11.767 10.145 -8.355  -0.552
H 10.853 9.916 -8.098  0.056
C 14.494 8.181 -7.420  0.013
C 13.388 7.235 -7.840  -0.227
C 12.201 7.916 -8.482  -0.171
O 11.835 7.201 -9.616  0.002
C 12.839 6.392 -9.923  -0.568
O 12.840 5.630 -10.896  0.143
O 13.793 6.460 -8.951  0.069
H 14.724 8.767 -8.310  0.095
H 15.346 7.619 -7.037  0.120
H 14.166 8.926 -6.694  -0.018
H 13.184 6.564 -7.006  0.165
H 12.408 8.959 -8.720  0.040
H 11.456 7.932 -7.686  0.082
C 13.363 13.325 -9.056  -0.006
C 12.375 12.858 -10.083  -0.212
C 11.464 11.799 -9.571  -0.221
O 10.231 12.261 -9.971  0.117
C 10.349 13.532 -10.364  -0.522
O 9.353 14.287 -10.603  0.098
O 11.580 13.898 -10.471  0.194
H 13.994 14.078 -9.529  0.145
H 14.090 12.516 -8.979  -0.008
H 13.040 13.650 -8.067  0.091
H 12.856 12.392 -10.944  0.173
H 11.663 11.649 -8.510  0.082
H 11.659 10.809 -9.986  0.107
C 14.229 8.377 -10.939  0.065
C 13.452 9.615 -10.891  -0.261
C 13.329 10.214 -9.459  -0.129
O 14.267 11.330 -9.561  -0.081
C 14.646 11.563 -10.809  -0.582
O 15.431 12.406 -11.153  0.180
O 14.271 10.578 -11.597  0.159
H 15.252 8.543 -10.603  0.131
H 14.266 7.915 -11.926  0.132
H 13.759 7.638 -10.290  0.053
H 12.504 9.473 -11.410  0.052
H 13.430 9.516 -8.627  0.112
H 12.330 10.624 -9.315  -0.052
C 14.239 11.673 -7.679  -0.026
C 13.093 11.243 -6.811  -0.255
C 13.287 9.994 -6.008  -0.121
O 12.850 10.342 -4.689  0.078
C 12.755 11.664 -4.599  -0.455
O 12.531 12.381 -3.605  0.115
O 12.971 12.262 -5.829  -0.029
H 14.061 12.652 -8.125  -0.024
H 14.430 10.937 -8.460  0.012
H 15.188 11.781 -7.153  0.142
H 12.115 11.265 -7.292  0.078
H 14.299 9.606 -6.123  0.115
H 12.530 9.251 -6.260  0.044
C 11.597 13.909 -6.575  0.013
C 10.495 13.179 -7.307  -0.210
C 10.465 11.643 -7.084  -0.126
O 9.106 11.377 -6.741  0.036
C 8.434 12.551 -6.436  -0.488
O 7.416 12.592 -5.856  0.198
O 9.298 13.571 -6.681  0.111
H 11.464 14.009 -5.498  0.119
H 11.664 14.890 -7.045  0.110
H 12.509 13.400 -6.888  0.047
H 10.444 13.356 -8.381  0.132
H 11.069 11.200 -6.292  0.093
H 10.755 11.215 -8.043  0.057
C 9.669 8.342 -8.961  -0.013
C 10.088 9.410 -9.971  -0.157
C 11.419 9.087 -10.600  -0.216
O 11.265 9.511 -11.890  0.118
C 9.985 9.629 -12.213  -0.469
O 9.543 9.697 -13.380  0.113
O 9.271 9.294 -11.136  0.147
H 8.714 8.514 -8.464  0.068
H 10.415 8.443 -8.172  0.035
H 9.658 7.274 -9.177  0.152
H 10.133 10.447 -9.637  0.141
H 11.560 8.030 -10.828  0.166
H 12.308 9.596 -10.228  0.006
C 11.063 9.131 -5.906  -0.271
S 9.630 8.220 -5.211  0.939
O 9.050 9.043 -4.065  -0.552
C 8.638 8.664 -6.676  -0.269
H 11.419 8.641 -6.813  0.027
H 11.868 9.099 -5.172  0.077
H 10.888 10.191 -6.086  0.042
H 9.067 8.207 -7.567  -0.055
H 8.419 9.722 -6.819  0.072
H 7.686 8.190 -6.435  0.068

***

- Which value of net charge does entry 2 give?
  -1

***

- Look up the largest force on an atom of the second one.
  0.242 Eh/bohr

***

- largest force on an atom of number 2 (C26H43O20S)?
  0.242 Eh/bohr